(1)
# C17H22AlCl4F2KNNaO7

A structure of composition C17H22AlCl4F2KNNaO7 at a distorted geometry (ωB97M-V/def2-TZVPD, the Open Molecules 2025 dataset).

Geometry as ORCA input:
```
! wB97M-V def2-TZVPD RIJCOSX def2/J DEFGRID3
* xyz 0 1
C 0.2652 -0.2414 3.8227
C 0.9869 -1.4350 3.2297
O 1.5616 -2.1921 4.2713
C 0.0473 -2.3715 2.4834
O 0.0438 -2.2717 1.0500
C -0.1630 -0.9790 0.5596
C -1.6277 -0.8392 0.4065
C -2.1012 0.6372 0.2094
C -2.5757 1.3664 1.4575
O -1.2816 1.6068 0.6743
C 0.5825 -0.7987 -0.6618
C 0.1248 0.0126 -1.7179
C 0.8771 0.1705 -2.8709
C 2.1117 -0.4484 -3.0405
C 2.5621 -1.2619 -2.0171
C 1.8349 -1.4360 -0.8413
H -0.2805 0.2768 3.0258
H 0.9802 0.4761 4.2145
H -0.4742 -0.5481 4.5586
H 1.8156 -1.1103 2.5916
H 2.3316 -1.6148 4.6207
H -0.9740 -2.2364 2.8678
H 0.3438 -3.3786 2.7385
H -2.1408 -1.1347 1.3180
H -1.9986 -1.4107 -0.5226
H -2.6660 0.8694 -0.7044
H -2.0254 1.2613 2.3876
H -3.0451 2.2824 1.1290
H -0.8179 0.5374 -1.6592
H 0.5160 0.8282 -3.6648
H 2.6992 -0.2777 -3.9285
H 3.5123 -1.7540 -2.1296
H 2.2568 -2.0519 -0.0684
O -1.2591 2.3861 -4.6162
C -1.3502 2.0214 -5.7921
N -1.6149 0.7545 -6.1031
C -1.1650 2.9789 -6.9687
H -1.6923 0.4218 -7.0479
H -1.7322 0.0976 -5.3445
H -0.1651 3.4063 -6.9313
H -1.9093 3.7783 -6.8995
H -1.2827 2.4723 -7.9210
K -0.2788 4.4000 -5.1322
C -0.8666 3.9086 4.7521
Cl -2.2869 4.9249 5.0509
Cl -0.7090 2.7167 6.0349
Cl -1.0641 3.0767 3.1995
Cl 0.5790 4.9163 4.6937
Al -3.8963 -0.9248 -0.9315
C 1.8887 -5.6745 3.6158
O 0.6869 -5.7993 3.8221
O 2.4219 -4.7755 2.9167
O 2.7985 -6.4327 4.0337
F 4.5883 -0.9429 -0.6532
Na 1.3235 3.0535 -2.5299
F 3.7040 -1.2973 4.9624
*
```

## Properties
HOMO energy = -5.70 eV

---

(2)
# C23H34As2F6N3O2S2Si2Tc

A structure of composition C23H34As2F6N3O2S2Si2Tc (ωB97M-V/def2-TZVPD, the Open Molecules 2025 dataset).

Geometry as ORCA input:
```
! wB97M-V def2-TZVPD RIJCOSX def2/J DEFGRID3
* xyz 0 3
Tc 0.2353 -0.7028 0.1062
O 2.7531 3.8218 2.0448
C 2.9883 2.8947 2.9860
C 3.8352 3.2583 4.0353
C 4.1143 2.3681 5.0492
C 3.5619 1.0868 5.0495
C 2.7349 0.7180 4.0120
C 2.4326 1.6030 2.9709
C 1.5647 1.1327 1.8820
O 1.1025 -0.0638 1.9380
N 1.2704 1.9672 0.8960
N 0.4037 1.3409 0.0454
C -0.2424 2.0022 -0.8440
C -1.1987 1.2143 -1.5970
C -1.9086 1.7064 -2.6767
C -2.7580 0.8611 -3.3628
C -2.8867 -0.4520 -2.9400
C -2.1591 -0.8777 -1.8490
N -1.3337 -0.0678 -1.1734
H 2.1664 3.4266 1.3642
H 4.2599 4.2529 4.0224
H 4.7750 2.6703 5.8522
H 3.7844 0.3926 5.8478
H 2.3021 -0.2725 3.9740
H -0.0867 3.0632 -0.9927
H -1.7495 2.7280 -2.9913
H -3.2953 1.2134 -4.2326
H -3.5167 -1.1552 -3.4649
H -2.2088 -1.9012 -1.5070
C 1.6318 -4.7940 -1.8280
C 1.5472 -3.4998 -1.0777
S 0.0343 -2.9620 -0.5630
C 2.6790 -2.7397 -0.8128
C 4.0385 -3.1720 -1.2701
S 2.5428 -1.2729 -0.0033
H 0.6507 -5.2542 -1.9207
H 2.3021 -5.4952 -1.3256
H 2.0242 -4.6093 -2.8300
H 4.1958 -4.2393 -1.1128
H 4.8190 -2.6159 -0.7550
H 4.1220 -2.9716 -2.3415
C -4.0568 0.7820 0.5857
Si -3.8059 -0.8292 1.4966
C -4.4554 -0.6434 3.2292
C -4.6338 -2.2499 0.6268
As -1.4947 -1.2465 1.7525
Si -1.1481 -3.2976 2.8967
C 0.7018 -3.4363 3.0563
C -1.9614 -3.1180 4.5672
C -1.9167 -4.7219 1.9730
H -4.8350 1.3653 1.0831
H -4.3597 0.6159 -0.4491
H -3.1480 1.3849 0.5762
H -5.5208 -0.4005 3.1968
H -3.9365 0.1717 3.7380
H -4.3289 -1.5461 3.8266
H -5.7187 -2.1297 0.6922
H -4.3700 -3.2127 1.0665
H -4.3595 -2.2750 -0.4292
H 1.0268 -3.0322 4.0176
H 1.2074 -2.8741 2.2679
H 1.0255 -4.4773 2.9916
H -1.7408 -2.1418 5.0030
H -1.6017 -3.8848 5.2581
H -3.0450 -3.2218 4.4896
H -1.9277 -4.5670 0.8944
H -2.9388 -4.8957 2.3144
H -1.3314 -5.6235 2.1709
F 0.9264 -0.5080 -2.3706
As 1.2239 -0.7944 -4.1040
F 2.6946 0.0830 -3.9582
F 1.4611 -1.0627 -5.7827
F 2.0633 -2.2590 -3.6974
F -0.2669 -1.6827 -4.1301
F 0.3504 0.6715 -4.4195
*
```

## Properties
Expectation value of S² = 2.11
HOMO energy (spin up / spin down) = -7.65 / -8.20 eV
Energy above the lowest of the compared OMol25 structures with the same formula, charge and spin = 12.9 kcal per mole

---

(3)
# C3H3NOS2

The molecule C3H3NOS2 at a distorted geometry (ωB97M-V/def2-TZVPD, the Open Molecules 2025 dataset).

Geometry as ORCA input:
```
! wB97M-V def2-TZVPD RIJCOSX def2/J DEFGRID3
* xyz 0 1
C -0.3599 0.9438 0.0348
C 0.9463 0.9546 -0.2643
C 1.4030 -0.3855 -0.0930
H -2.6264 -1.5440 0.7867
H -1.1087 1.7090 -0.0500
H 1.5685 1.8313 -0.3848
N -0.7865 -0.3543 0.3360
O 0.2936 -1.1332 0.1707
S -2.2228 -0.9865 -0.3615
S 2.8928 -1.0351 -0.1745
*
```

## Properties
SMILES string = S=c1ccn(S)o1
HOMO energy = -8.45 eV
Energy above the lowest of the compared OMol25 structures with the same formula, charge and spin = 66.6 kcal per mole

---

(4)
# C3H6N3

The ion C3H6N3 with charge +1 at a distorted geometry (ωB97M-V/def2-TZVPD, the Open Molecules 2025 dataset).

Geometry as ORCA input:
```
! wB97M-V def2-TZVPD RIJCOSX def2/J DEFGRID3
* xyz 1 1
C 1.4531 0.2639 0.6595
C 2.2961 -0.5078 0.1225
C -1.8813 0.3670 0.2077
N 0.3298 0.6130 0.9224
N 0.0522 -0.3441 -1.0250
N -0.5035 0.1595 0.0003
H 2.5478 -0.2140 -0.8529
H 2.8796 -1.1419 0.7265
H -2.0254 1.4323 -0.0056
H -2.4828 -0.2116 -0.3471
H -2.0030 0.1566 1.3309
H -0.6625 -0.5730 -1.7393
*
```

## Properties
SMILES string = [H]/N=[N+](\C)N=C=C
HOMO energy (spin up / spin down) = -15.08 / -15.08 eV
Energy above the lowest of the compared OMol25 structures with the same formula, charge and spin = 124.5 kcal per mole

---

(5)
# C12H28N4O4

A cluster of 4 separate species, C12H28N4O4 in total at a distorted geometry (ωB97M-V/def2-TZVPD, the Open Molecules 2025 dataset).

Geometry as ORCA input:
```
! wB97M-V def2-TZVPD RIJCOSX def2/J DEFGRID3
* xyz 0 1
C 15.5825 26.5383 32.8862
C 15.4526 27.2459 34.2125
O 16.4457 27.5628 34.8434
N 14.2074 27.5327 34.6862
C 12.9415 27.0517 34.1718
H 14.6067 26.2572 32.4736
H 16.0684 25.5780 33.0606
H 16.1240 27.1336 32.1611
H 14.2327 27.9275 35.6124
H 12.9985 25.9987 33.8961
H 12.5921 27.6471 33.3295
H 12.2021 27.1171 34.9677
C 15.0979 15.9841 33.2318
C 14.8392 14.9932 32.1201
O 14.3602 15.3252 31.0537
N 15.1864 13.6994 32.3944
C 14.8064 12.6164 31.5163
H 15.3396 15.4940 34.1720
H 14.1754 16.5485 33.3923
H 15.8178 16.7367 32.9166
H 15.6202 13.5151 33.2802
H 13.7483 12.3687 31.6191
H 15.4003 11.7319 31.7368
H 15.0012 12.8967 30.4831
C 18.4883 24.5530 34.2722
C 17.9869 23.2755 33.6433
O 17.6756 22.3105 34.3147
N 17.9823 23.2479 32.2821
C 17.4809 22.1293 31.5020
H 17.9567 24.7712 35.1941
H 18.3086 25.4069 33.6112
H 19.5572 24.5319 34.4781
H 18.4916 23.9582 31.7861
H 18.2911 21.4404 31.2487
H 17.0106 22.5200 30.6033
H 16.7586 21.5615 32.0815
C 12.7679 19.3277 34.0326
C 12.8913 20.7775 33.6398
O 12.0702 21.3184 32.9201
N 14.0158 21.4160 34.0738
C 14.3259 22.7841 33.7410
H 11.8348 19.1846 34.5700
H 13.5976 19.0070 34.6673
H 12.8034 18.7337 33.1222
H 14.6156 20.9536 34.7322
H 14.9843 23.1911 34.5088
H 13.4736 23.4495 33.6206
H 14.8941 22.8662 32.8054
*
```

## Properties
SMILES string = CNC(C)=O.CNC(C)=O.CNC(C)=O.CNC(C)=O
HOMO energy = -9.54 eV
Energy above the lowest of the compared OMol25 structures with the same formula, charge and spin = 12.1 kcal per mole

---

Number 1: energy -116652.744 eV. Number 2: energy -210581.180 eV. Number 3: energy -28364.944 eV. Number 4: energy -7665.978 eV. Number 5: energy -27050.104 eV.